[1]
Here is an isolated molecule of C6H9N from the OMol25 dataset. Energies are from ωB97M-V/def2-TZVPD.

Last column: Mulliken charge in e.
Atoms and positions in Å:
C -1.31 1.13 -1.29  -1.207
C -0.80 1.42 0.10  0.612
C -1.33 2.23 0.97  -0.300
C 0.50 0.80 0.60  -0.684
N 0.34 -0.60 0.95  -0.265
C 1.51 -1.44 0.76  -0.455
C 0.34 -1.56 -0.14  -0.355
H -0.50 1.30 -2.02  0.304
H -2.14 1.79 -1.55  0.364
H -1.64 0.09 -1.39  0.288
H 1.25 0.96 -0.19  0.325
H 0.85 1.33 1.50  0.403
H 1.71 -2.17 1.54  0.245
H 2.40 -0.97 0.33  0.233
H 0.46 -1.19 -1.16  0.264
H -0.37 -2.38 -0.03  0.228

Computed properties:
Total charge: 0
HOMO-LUMO gap in eV: 9.5
HOMO level in Ha: -0.3516
Multiplicity: 1
E_LUMO in eV: -0.03

=====

[2]
Here is an isolated molecule of C6H9N in a non-equilibrium geometry from the OMol25 dataset. Energies are from ωB97M-V/def2-TZVPD.

Last column: Mulliken charge in e.
Atoms and positions in Å:
C -0.79 1.18 -1.99  -1.248
C -0.67 0.20 -0.90  0.701
C 0.49 0.16 -0.15  -0.864
C 0.52 -0.53 1.07  0.928
C 1.64 -0.46 2.05  -1.181
C -0.45 -1.42 1.10  -0.582
N -1.61 -0.63 -0.58  -0.593
H -1.73 1.32 -2.53  0.376
H -0.54 2.22 -1.77  0.294
H -0.09 0.92 -2.77  0.294
H 1.41 0.57 -0.52  0.352
H 1.54 -1.24 2.80  0.350
H 1.62 0.51 2.54  0.303
H 2.59 -0.59 1.53  0.314
H -1.45 -1.73 1.19  0.344
H -2.49 -0.48 -1.08  0.213

Computed properties:
Total charge: 0
HOMO-LUMO gap in eV: 7.6
HOMO level in Ha: -0.2677
Multiplicity: 1
E_LUMO in eV: 0.32

=====

[3]
Here is an isolated molecule of C6H9N from the OMol25 dataset. Energies are from ωB97M-V/def2-TZVPD.

Last column: Mulliken charge in e.
Atoms and positions in Å:
C -0.99 -1.80 0.38  -1.171
C 0.06 -0.74 0.14  0.947
C 1.47 -0.98 0.06  -0.717
C 2.08 0.22 -0.21  -0.450
N 1.12 1.18 -0.27  0.003
C -0.14 0.62 -0.08  -0.181
C -1.34 1.53 -0.11  -1.191
H -0.63 -2.78 0.03  0.325
H -1.90 -1.57 -0.19  0.320
H -1.27 -1.91 1.44  0.237
H 2.03 -1.90 0.18  0.383
H 3.09 0.56 -0.35  0.390
H 1.36 2.13 -0.54  0.220
H -2.29 1.11 -0.49  0.324
H -1.16 2.33 -0.87  0.318
H -1.49 2.00 0.88  0.243

Computed properties:
Total charge: 0
HOMO-LUMO gap in eV: 8.9
HOMO level in Ha: -0.2873
Multiplicity: 1
E_LUMO in eV: 1.05

=====

[4]
Here is an isolated molecule of C6H9N from the OMol25 dataset. Energies are from ωB97M-V/def2-TZVPD.

Last column: Mulliken charge in e.
Atoms and positions in Å:
C 0.23 -2.34 -0.56  -1.140
C 0.46 -0.92 -0.15  0.907
C 0.51 -0.46 1.16  -0.970
N 0.65 0.89 1.13  -0.137
C 0.44 1.34 -0.16  0.344
C -0.87 2.10 -0.13  -1.177
C 0.49 0.22 -0.98  -0.664
H -0.67 -2.73 -0.06  0.280
H 1.07 -2.99 -0.30  0.274
H 0.05 -2.41 -1.64  0.313
H 0.47 -1.01 2.09  0.394
H 0.48 1.50 1.91  0.255
H -0.90 2.96 0.53  0.286
H -1.28 2.34 -1.12  0.302
H -1.50 1.30 0.33  0.345
H 0.36 0.22 -2.06  0.388

Computed properties:
Total charge: 0
HOMO-LUMO gap in eV: 8.7
HOMO level in Ha: -0.2817
Multiplicity: 1
E_LUMO in eV: 0.99

=====

[5]
Here is an isolated molecule of C6H9N in a non-equilibrium geometry from the OMol25 dataset. Energies are from ωB97M-V/def2-TZVPD.

Last column: Mulliken charge in e.
Atoms and positions in Å:
C -1.80 -1.38 0.23  -0.900
C -1.27 -0.15 0.05  0.622
C -2.06 1.11 -0.18  -1.135
C 0.17 0.02 0.13  0.245
C 1.51 0.00 0.17  0.421
C 2.75 -0.67 -0.06  -1.157
N 1.09 1.28 0.46  -0.643
H -1.17 -2.37 0.20  0.198
H -2.91 -1.67 0.33  0.260
H -3.08 0.97 -0.40  0.409
H -1.49 1.54 -1.04  0.266
H -1.83 1.70 0.69  0.295
H 2.43 -1.21 -0.91  0.277
H 3.08 -1.43 0.63  0.303
H 3.40 0.16 -0.14  0.349
H 1.18 2.09 -0.18  0.191

Computed properties:
Total charge: 0
HOMO-LUMO gap in eV: 7.9
HOMO level in Ha: -0.2536
Multiplicity: 1
E_LUMO in eV: 0.97

=====

[6]
Here is an isolated molecule of C6H9N from the OMol25 dataset. Energies are from ωB97M-V/def2-TZVPD.

Last column: Mulliken charge in e.
Atoms and positions in Å:
C -0.94 -1.79 0.36  -1.180
C 0.10 -0.71 0.21  0.793
C 1.46 -0.88 -0.17  -0.657
C 2.04 0.37 -0.19  -0.631
N 1.09 1.27 0.19  -0.032
C -0.12 0.64 0.35  0.139
C -1.28 1.41 -0.20  -1.315
H -0.54 -2.77 0.07  0.315
H -1.83 -1.60 -0.27  0.296
H -1.29 -1.87 1.39  0.264
H 1.91 -1.80 -0.50  0.389
H 2.98 0.72 -0.58  0.400
H 1.20 2.27 0.23  0.212
H -2.24 0.90 -0.07  0.335
H -1.06 1.44 -1.27  0.331
H -1.36 2.45 0.13  0.340

Computed properties:
Total charge: 0
HOMO-LUMO gap in eV: 8.7
HOMO level in Ha: -0.2823
Multiplicity: 1
E_LUMO in eV: 1.03

=====

[7]
Here is an isolated molecule of C6H9N in a non-equilibrium geometry from the OMol25 dataset. Energies are from ωB97M-V/def2-TZVPD.

Last column: Mulliken charge in e.
Atoms and positions in Å:
C 0.91 0.38 0.97  -0.728
C -0.57 0.49 0.90  -0.644
C -0.58 1.11 -0.56  -1.032
C 0.13 -0.15 -1.26  -0.333
C 1.06 -0.61 -0.11  -0.468
C -0.06 -1.41 -0.39  -0.236
N -1.03 -0.94 0.72  -0.581
H 1.39 -0.02 1.92  0.329
H 1.53 1.21 0.91  0.430
H -1.14 0.82 1.63  0.689
H -1.57 1.45 -0.68  0.414
H -0.20 2.03 -0.65  0.520
H 0.18 -0.07 -2.32  0.444
H 1.92 -1.16 -0.33  0.484
H -0.13 -2.36 -0.88  0.422
H -1.83 -0.79 0.13  0.290

Computed properties:
Total charge: 0
HOMO-LUMO gap in eV: 9.9
HOMO level in Ha: -0.3212
Multiplicity: 1
E_LUMO in eV: 1.12

=====

[8]
Here is an isolated molecule of C6H9N in a non-equilibrium geometry from the OMol25 dataset. Energies are from ωB97M-V/def2-TZVPD.

Last column: Mulliken charge in e.
Atoms and positions in Å:
C 2.46 0.84 2.03  -1.302
C 1.65 0.10 1.10  0.640
C 1.04 -0.56 0.31  -0.029
C 0.04 -1.16 -0.54  -0.889
C -1.27 -0.47 -0.26  0.065
C -1.69 0.70 -1.04  -0.454
N -2.30 -0.59 -1.30  -0.631
H 2.23 1.90 1.99  0.298
H 3.51 0.72 1.76  0.282
H 2.30 0.45 3.03  0.301
H -0.06 -2.22 -0.33  0.275
H 0.29 -1.03 -1.59  0.300
H -1.65 -0.58 0.75  0.419
H -1.06 1.07 -1.84  0.207
H -2.28 1.47 -0.56  0.273
H -3.22 -0.62 -0.86  0.246

Computed properties:
Total charge: 0
HOMO-LUMO gap in eV: 10.4
HOMO level in Ha: -0.3451
Multiplicity: 1
E_LUMO in eV: 1.00

=====

[9]
Here is an isolated molecule of C6H9N in a non-equilibrium geometry from the OMol25 dataset. Energies are from ωB97M-V/def2-TZVPD.

Last column: Mulliken charge in e.
Atoms and positions in Å:
C 0.19 -0.77 1.39  -0.630
N -0.42 -1.90 1.14  -0.112
C 0.05 0.31 0.34  0.559
C -1.17 0.29 -0.52  -0.328
C 1.32 -0.05 -0.43  -0.151
C -2.10 1.23 -0.50  -0.874
C 2.44 0.65 -0.37  -0.777
H -0.31 -2.66 1.79  0.263
H -1.00 -2.11 0.32  0.176
H 0.18 1.28 0.81  0.290
H -1.29 -0.56 -1.19  0.277
H 1.22 -0.88 -1.12  0.271
H -2.00 2.10 0.14  0.258
H -2.97 1.19 -1.12  0.262
H 2.56 1.48 0.31  0.254
H 3.30 0.40 -0.98  0.261

Computed properties:
Total charge: 0
HOMO-LUMO gap in eV: 8.9
HOMO level in Ha: -0.2901
Multiplicity: 1
E_LUMO in eV: 0.99

=====

[10]
Here is an isolated molecule of C6H9N from the OMol25 dataset. Energies are from ωB97M-V/def2-TZVPD.

Last column: Mulliken charge in e.
Atoms and positions in Å:
C 1.25 1.55 -1.57  -1.195
C 0.49 1.00 -0.40  0.705
C 0.90 0.87 0.90  -0.803
N 0.11 -0.10 1.49  -0.031
C -0.79 -0.59 0.58  0.174
C -1.48 -1.90 0.72  -1.184
C -0.62 0.13 -0.58  -0.442
H 2.21 1.99 -1.29  0.340
H 0.69 2.27 -2.18  0.290
H 1.47 0.69 -2.22  0.271
H 1.68 1.35 1.46  0.388
H 0.23 -0.46 2.43  0.189
H -1.89 -2.13 1.71  0.353
H -2.30 -1.97 -0.01  0.320
H -0.77 -2.70 0.47  0.245
H -1.18 0.00 -1.49  0.380

Computed properties:
Total charge: 0
HOMO-LUMO gap in eV: 8.8
HOMO level in Ha: -0.2864
Multiplicity: 1
E_LUMO in eV: 1.05

=====

[11]
Here is an isolated molecule of C6H9N in a non-equilibrium geometry from the OMol25 dataset. Energies are from ωB97M-V/def2-TZVPD.

Last column: Mulliken charge in e.
Atoms and positions in Å:
C -0.11 -2.00 -0.24  -1.035
C 0.21 -0.59 -0.48  0.874
C 0.73 0.04 -1.61  -0.757
C 0.59 1.44 -1.52  -0.440
N 0.03 1.67 -0.25  -0.086
C -0.24 0.46 0.36  -0.081
C -0.66 0.27 1.82  -1.537
H -0.97 -1.92 0.50  0.291
H -0.59 -2.28 -1.26  0.306
H 0.76 -2.51 0.10  0.273
H 1.31 -0.43 -2.38  0.407
H 1.00 2.40 -2.06  0.292
H 0.08 2.68 0.19  0.307
H -0.34 1.09 2.46  0.379
H -0.14 -0.46 2.36  0.416
H -1.67 0.13 2.02  0.393

Computed properties:
Total charge: 0
HOMO-LUMO gap in eV: 8.7
HOMO level in Ha: -0.2812
Multiplicity: 1
E_LUMO in eV: 1.00

=====

[12]
Here is a cluster of 2 separate species, C6H9N in total in a non-equilibrium geometry from the OMol25 dataset. Energies are from ωB97M-V/def2-TZVPD.

Last column: Mulliken charge in e.
Atoms and positions in Å:
C 0.02 -0.18 -1.48  -0.898
C 1.11 0.01 -0.73  0.778
C 1.38 1.28 0.05  -1.239
C 2.07 -1.06 -0.61  0.121
N 2.83 -1.92 -0.49  -0.443
H -0.16 -1.12 -1.99  0.316
H -0.74 0.58 -1.55  0.349
H 2.06 1.94 -0.49  0.345
H 1.83 1.05 1.02  0.338
H 0.44 1.82 0.22  0.333
C -1.30 -0.61 1.39  -0.453
C -2.33 -0.21 0.65  -0.575
H -0.75 0.09 2.02  0.242
H -0.94 -1.63 1.37  0.240
H -2.86 -0.90 -0.01  0.276
H -2.66 0.83 0.64  0.270

Computed properties:
Total charge: 0
HOMO-LUMO gap in eV: 10.3
HOMO level in Ha: -0.3565
Multiplicity: 1
E_LUMO in eV: 0.62

=====

[13]
Here is an isolated molecule of C6H9N from the OMol25 dataset. Energies are from ωB97M-V/def2-TZVPD.

Last column: Mulliken charge in e.
Atoms and positions in Å:
C -0.86 -1.54 1.05  -0.305
C -0.57 -0.98 -0.28  -0.310
N -1.69 -0.44 0.56  -0.535
C -0.87 0.80 0.78  -0.460
C 0.20 0.30 -0.20  0.670
C 1.68 0.39 -0.40  -0.586
C 0.73 1.05 -1.37  -0.855
H -0.20 -1.35 1.89  0.171
H -1.39 -2.49 1.08  0.245
H -0.71 -1.55 -1.20  0.383
H -0.59 0.92 1.84  0.258
H -1.41 1.68 0.44  0.325
H 2.12 -0.54 -0.73  0.257
H 2.32 1.00 0.24  0.242
H 0.63 2.13 -1.34  0.257
H 0.62 0.62 -2.37  0.245

Computed properties:
Total charge: 0
HOMO-LUMO gap in eV: 10.0
HOMO level in Ha: -0.3280
Multiplicity: 1
E_LUMO in eV: 1.10

=====

[14]
Here is an isolated molecule of C6H9N from the OMol25 dataset. Energies are from ωB97M-V/def2-TZVPD.

Last column: Mulliken charge in e.
Atoms and positions in Å:
C -2.56 1.41 0.51  -0.760
C -1.19 1.41 1.08  -0.329
C -0.04 1.28 0.48  0.179
C 1.11 0.69 -0.04  -0.409
N 1.49 -0.64 0.13  -0.179
C 2.01 -1.39 -0.99  -0.474
C 0.70 -1.74 -0.37  -0.296
H -2.79 2.45 0.23  0.247
H -3.31 1.13 1.26  0.285
H -2.72 0.79 -0.39  0.265
H 1.90 1.32 -0.44  0.316
H 0.86 1.79 1.04  0.155
H 2.90 -1.99 -0.80  0.243
H 1.98 -0.91 -1.97  0.273
H -0.20 -1.51 -0.93  0.240
H 0.64 -2.60 0.29  0.243

Computed properties:
Total charge: 0
HOMO-LUMO gap (alpha / beta) in eV: 7.6 / 7.6
HOMO level (alpha / beta) in Ha: -0.2556 / -0.2556
Multiplicity: 1
E_LUMO (alpha / beta) in eV: 0.61 / 0.61

=====

[15]
Here is an isolated molecule of C6H9N from the OMol25 dataset. Energies are from ωB97M-V/def2-TZVPD.

Last column: Mulliken charge in e.
Atoms and positions in Å:
C 0.88 1.74 -1.76  -1.147
C 0.50 0.83 -0.62  0.777
C 0.96 0.89 0.67  -0.784
N 0.35 -0.12 1.39  -0.017
C -0.49 -0.83 0.57  0.264
C -1.31 -1.98 1.07  -1.156
C -0.42 -0.26 -0.68  -0.582
H 1.65 2.45 -1.45  0.312
H 0.01 2.31 -2.11  0.260
H 1.26 1.17 -2.61  0.280
H 1.66 1.56 1.13  0.375
H 0.51 -0.30 2.36  0.186
H -2.05 -1.66 1.82  0.287
H -1.86 -2.42 0.24  0.285
H -0.69 -2.76 1.52  0.306
H -0.97 -0.60 -1.55  0.353

Computed properties:
Total charge: 0
HOMO-LUMO gap in eV: 8.9
HOMO level in Ha: -0.2882
Multiplicity: 1
E_LUMO in eV: 1.05

=====

[16]
Here is an isolated molecule of C6H9N in a non-equilibrium geometry from the OMol25 dataset. Energies are from ωB97M-V/def2-TZVPD.

Last column: Mulliken charge in e.
Atoms and positions in Å:
C 1.17 1.26 0.20  -1.443
C 0.54 -0.15 -0.13  1.211
C 1.65 -1.08 -0.32  -0.086
N 2.53 -1.83 -0.44  -0.503
C -0.50 -0.55 0.91  -0.860
C -1.71 -0.07 0.09  -0.587
C -0.81 -0.21 -1.16  -0.863
H 1.91 1.64 -0.51  0.360
H 1.70 1.18 1.16  0.395
H 0.41 2.03 0.34  0.372
H -0.37 -0.14 1.90  0.356
H -0.50 -1.64 0.91  0.344
H -2.56 -0.76 0.17  0.313
H -2.07 0.93 0.33  0.254
H -1.05 -1.14 -1.70  0.286
H -0.34 0.55 -1.73  0.452

Computed properties:
Total charge: 0
HOMO-LUMO gap in eV: 10.8
HOMO level in Ha: -0.3670
Multiplicity: 1
E_LUMO in eV: 0.84

=====

[17]
Here is an isolated molecule of C6H9N in a non-equilibrium geometry from the OMol25 dataset. Energies are from ωB97M-V/def2-TZVPD.

Last column: Mulliken charge in e.
Atoms and positions in Å:
C 1.52 -0.68 0.97  -1.442
C 0.51 -0.16 0.00  1.073
C 0.74 0.84 -1.08  -0.788
C -0.20 1.18 0.04  -0.455
C -1.55 0.45 -0.05  -0.212
N -1.64 -0.38 -1.22  -0.571
C -0.84 -0.88 -0.13  -0.428
H 1.02 -0.91 1.92  0.304
H 2.30 0.06 1.18  0.354
H 1.99 -1.60 0.60  0.328
H 1.71 1.34 -1.01  0.280
H 0.38 0.68 -2.09  0.241
H -0.02 2.00 0.73  0.356
H -2.18 0.36 0.82  0.343
H -2.52 -0.86 -1.35  0.247
H -1.24 -1.45 0.69  0.368

Computed properties:
Total charge: 0
HOMO-LUMO gap in eV: 9.0
HOMO level in Ha: -0.2910
Multiplicity: 1
E_LUMO in eV: 1.07

=====

[18]
Here is an isolated molecule of C6H9N from the OMol25 dataset. Energies are from ωB97M-V/def2-TZVPD.

Last column: Mulliken charge in e.
Atoms and positions in Å:
C -1.31 0.89 -0.81  -1.571
C -0.32 -0.04 -0.10  1.541
C 0.31 -1.07 -0.99  -0.839
C -1.00 -0.81 1.05  -1.454
C 1.69 -0.88 -0.80  -0.546
C 1.93 0.20 0.06  -0.164
N 0.80 0.75 0.47  -0.158
H -2.07 0.28 -1.30  0.377
H -0.81 1.49 -1.57  0.371
H -1.81 1.55 -0.10  0.368
H -1.91 -1.28 0.68  0.348
H -1.25 -0.13 1.87  0.358
H -0.33 -1.60 1.42  0.366
H 2.49 -1.48 -1.22  0.383
H 2.89 0.61 0.39  0.410
H 0.73 1.56 1.07  0.209

Computed properties:
Total charge: 0
HOMO-LUMO gap in eV: 8.2
HOMO level in Ha: -0.2826
Multiplicity: 1
E_LUMO in eV: 0.51

=====

[19]
Here is an isolated molecule of C6H9N from the OMol25 dataset. Energies are from ωB97M-V/def2-TZVPD.

Last column: Mulliken charge in e.
Atoms and positions in Å:
C 3.22 0.59 0.15  -1.219
C 1.92 -0.02 -0.08  1.044
C 0.80 -0.39 -0.34  -0.450
C -0.44 -1.12 -0.57  -0.692
N -1.57 -0.79 0.31  -0.284
C -2.67 0.02 -0.19  -0.402
C -1.73 0.56 0.83  -0.392
H 3.86 0.46 -0.73  0.293
H 3.73 0.17 1.02  0.299
H 3.07 1.66 0.32  0.285
H -0.75 -1.08 -1.62  0.311
H -0.11 -2.14 -0.38  0.235
H -3.67 -0.31 0.09  0.232
H -2.60 0.45 -1.19  0.265
H -1.03 1.32 0.50  0.237
H -2.03 0.62 1.87  0.236

Computed properties:
Total charge: 0
HOMO-LUMO gap in eV: 9.9
HOMO level in Ha: -0.3250
Multiplicity: 1
E_LUMO in eV: 1.02

=====

[20]
Here is an isolated molecule of C6H9N in a non-equilibrium geometry from the OMol25 dataset. Energies are from ωB97M-V/def2-TZVPD.

Last column: Mulliken charge in e.
Atoms and positions in Å:
C -1.05 -3.52 1.21  -1.370
C -0.82 -2.17 0.71  1.558
C -0.63 -1.06 0.32  -0.508
C -0.43 0.23 -0.21  -1.034
C 0.78 0.77 -0.31  -0.176
C 0.98 1.97 -1.13  -0.456
N 1.11 3.03 -0.11  -0.651
H -0.55 -4.24 0.56  0.295
H -2.12 -3.74 1.23  0.304
H -0.64 -3.62 2.21  0.284
H -1.27 0.68 -0.74  0.253
H 1.65 0.41 0.23  0.313
H 0.10 2.14 -1.76  0.298
H 1.86 1.85 -1.80  0.301
H 0.32 2.74 0.81  0.317
H 2.08 2.96 0.23  0.272

Computed properties:
Total charge: 0
HOMO-LUMO gap in eV: 9.2
HOMO level in Ha: -0.3011
Multiplicity: 1
E_LUMO in eV: 1.04

=====

What DFT total energy values result from the calculations? In sequence: -7852.925; -7853.620; -7857.895; -7856.532; -7852.998; -7857.459; -7854.523; -7855.242; -7854.592; -7857.784; -7856.652; -7856.061; -7855.017; -7851.532; -7858.111; -7856.033; -7853.957; -7855.292; -7854.754; -7854.620 eV.
What energy above the lowest of the compared OMol25 structures with the same formula, charge and spin values result from the calculations? In sequence: 505.0; 438.0; 25.5; 157.0; 498.0; 67.6; 350.9; 281.5; 344.3; 36.2; 145.4; 202.5; 303.2; 639.5; 4.7; 205.2; 405.5; 276.7; 328.6; 341.5 kJ/mol.